1.
{
  "formula": "C18H37Cl16NPS",
  "method": "the ωB97M-V functional and the def2-TZVPD basis",
  "symbols": ["C", "C", "N", "P", "S", "H", "H", "H", "H", "H", "Cl", "C", "C", "Cl", "H", "H", "H", "H", "Cl", "C", "C", "Cl", "H", "H", "H", "H", "Cl", "C", "C", "Cl", "H", "H", "H", "H", "Cl", "C", "C", "Cl", "H", "H", "H", "H", "Cl", "C", "C", "Cl", "H", "H", "H", "H", "Cl", "C", "C", "Cl", "H", "H", "H", "H", "Cl", "C", "C", "Cl", "H", "H", "H", "H", "Cl", "C", "C", "Cl", "H", "H", "H", "H"],
  "xyz": [[2.8474, -2.4447, 3.2263], [2.0067, -3.2115, 2.2691], [1.9964, -3.1001, 0.7636], [3.5839, -2.6677, 0.0874], [3.3430, -1.2155, -1.2458], [3.3305, -3.0566, 4.1289], [3.1032, -1.2945, 3.1514], [1.2104, -3.9589, 2.7517], [4.2390, -3.7589, -0.6425], [4.5437, -2.1568, 1.0325], [1.0801, -0.2401, 5.0302], [-0.0860, -0.2214, 3.6842], [-1.4785, 0.1901, 4.1356], [-2.2394, -1.0400, 5.1764], [-0.0887, -1.2135, 3.2226], [0.2919, 0.4948, 2.9486], [-2.1298, 0.3139, 3.2657], [-1.4612, 1.1359, 4.6859], [1.1419, 3.9990, 2.0326], [2.4986, 3.4453, 1.0203], [2.0649, 2.4117, -0.0071], [1.6017, 0.8656, 0.7481], [3.2785, 3.0544, 1.6809], [2.8950, 4.3293, 0.5121], [2.8926, 2.1946, -0.6883], [1.2173, 2.7654, -0.6023], [0.3507, 1.8734, -2.6708], [-0.9566, 1.0124, -1.8213], [-2.2792, 1.7588, -1.8950], [-2.2519, 3.2709, -0.9524], [-0.6414, 0.8519, -0.7858], [-1.0555, 0.0346, -2.3020], [-3.0787, 1.1407, -1.4766], [-2.5452, 2.0077, -2.9270], [4.7478, -4.6703, -2.8038], [3.6699, -4.9296, -4.1977], [2.3950, -4.1068, -4.0994], [1.3303, -4.6699, -2.7862], [3.4544, -6.0002, -4.2665], [4.2316, -4.6378, -5.0900], [1.8238, -4.1940, -5.0281], [2.6107, -3.0473, -3.9300], [-0.9468, -2.6747, -3.8097], [-2.2541, -3.5357, -2.9602], [-3.5767, -2.7892, -3.0339], [-3.5494, -1.2772, -2.0913], [-1.9389, -3.6962, -1.9247], [-2.3530, -4.5134, -3.4410], [-4.3762, -3.4073, -2.6156], [-3.8427, -2.5404, -4.0659], [-2.7154, -3.3767, 1.1050], [-2.9285, -5.0877, 1.5510], [-2.0342, -6.0096, 0.7373], [-2.5223, -6.0815, -0.9750], [-3.9859, -5.3417, 1.4298], [-2.6784, -5.1709, 2.6128], [-2.0990, -7.0296, 1.1269], [-0.9867, -5.6950, 0.7781], [5.7334, 5.0536, 2.6541], [5.3649, 6.7957, 2.6900], [3.8735, 7.0702, 2.5785], [3.2323, 6.6596, 0.9674], [5.9251, 7.2785, 1.8835], [5.7421, 7.1789, 3.6427], [3.6790, 8.1353, 2.7334], [3.3029, 6.5075, 3.3238], [-5.9652, 3.1740, -1.4191], [-5.4813, 4.8036, -0.8878], [-6.3817, 5.8863, -1.4614], [-6.1758, 6.0697, -3.2219], [-4.4355, 4.9571, -1.1710], [-5.5423, 4.8109, 0.2045], [-6.1338, 6.8524, -1.0125], [-7.4380, 5.6793, -1.2635]],
  "lumo_energy_ev": 2.100,
  "total_charge": -1,
  "homo_ev": -3.24,
  "energy_ha": -8865.38807,
  "gap_ev": 5.336
}

***

2.
{
  "formula": "C18H37N2O7",
  "method": "the ωB97M-V functional and the def2-TZVPD basis",
  "symbols": ["O", "C", "C", "C", "C", "C", "C", "N", "N", "H", "H", "H", "H", "H", "H", "H", "H", "H", "C", "O", "C", "C", "O", "C", "C", "O", "C", "H", "H", "H", "H", "H", "H", "H", "H", "H", "H", "H", "H", "H", "H", "C", "O", "C", "C", "O", "C", "C", "O", "C", "H", "H", "H", "H", "H", "H", "H", "H", "H", "H", "H", "H", "H", "H"],
  "xyz": [[-2.5248, -0.9460, 1.8845], [-2.0834, -0.0612, 0.8695], [-2.8385, 1.2791, 0.9185], [-4.2995, 1.0311, 1.0848], [-5.1194, 0.4893, 0.0827], [-6.4299, 0.2635, 0.3737], [-6.9051, 0.5856, 1.6654], [-6.1408, 1.1099, 2.5869], [-4.8782, 1.3102, 2.2465], [-2.2108, -0.6392, 2.7435], [-2.3348, -0.5621, -0.0675], [-1.0077, 0.1119, 0.9356], [-2.4408, 1.8970, 1.7306], [-2.6751, 1.8273, -0.0141], [-4.6956, 0.2561, -0.8856], [-7.1163, -0.1501, -0.3546], [-7.9364, 0.4137, 1.9482], [-4.3195, 1.7216, 2.9877], [3.7794, -3.2416, -4.5415], [2.7022, -3.7166, -3.7648], [3.0946, -4.7534, -2.8845], [2.0487, -4.9650, -1.8154], [2.0926, -4.0004, -0.7717], [1.5317, -2.7350, -1.0537], [0.0218, -2.7035, -0.9658], [-0.5696, -3.2355, -2.1343], [-1.9113, -3.6045, -1.9385], [4.2053, -4.0365, -5.1639], [3.3949, -2.4562, -5.1888], [4.5725, -2.8280, -3.9080], [4.0526, -4.5057, -2.4101], [3.2196, -5.6882, -3.4481], [2.2585, -5.9186, -1.3285], [1.0538, -5.0194, -2.2629], [1.8638, -2.3527, -2.0222], [1.9156, -2.0726, -0.2730], [-0.3028, -1.6568, -0.8492], [-0.3009, -3.2705, -0.0829], [-2.0065, -4.3751, -1.1654], [-2.2859, -3.9979, -2.8809], [-2.5269, -2.7404, -1.6471], [3.4759, 0.7006, 0.0103], [2.7997, 1.9120, 0.2720], [1.4685, 1.8946, -0.1840], [0.6711, 3.0180, 0.4425], [0.2574, 2.7618, 1.7803], [1.2610, 2.8948, 2.7868], [1.5882, 4.3272, 3.1394], [2.4329, 4.8938, 2.1615], [2.4724, 6.3031, 2.2338], [3.5171, 0.4893, -1.0642], [4.4895, 0.8054, 0.3891], [2.9896, -0.1405, 0.5189], [0.9975, 0.9303, 0.0633], [1.4474, 2.0144, -1.2771], [-0.2554, 3.1201, -0.1302], [1.2168, 3.9602, 0.3743], [2.1659, 2.3531, 2.5076], [0.8379, 2.4222, 3.6756], [2.0888, 4.3419, 4.1176], [0.6577, 4.9053, 3.2207], [1.4787, 6.7355, 2.0690], [3.1451, 6.6501, 1.4531], [2.8493, 6.6433, 3.2044]],
  "lumo_energy_ev": -4.760,
  "relative_energy_kcal_mol": 0.0,
  "total_charge": 1,
  "homo_ev": -11.04,
  "energy_ha": -1343.85668,
  "gap_ev": 6.278
}

***

3.
{
  "formula": "C18H38Cl16O4S4",
  "method": "the ωB97M-V functional and the def2-TZVPD basis",
  "symbols": ["C", "S", "O", "C", "H", "H", "H", "H", "H", "H", "C", "S", "O", "C", "H", "H", "H", "H", "H", "H", "C", "S", "O", "C", "H", "H", "H", "H", "H", "H", "C", "S", "O", "C", "H", "H", "H", "H", "H", "H", "C", "Cl", "Cl", "Cl", "Cl", "C", "Cl", "Cl", "Cl", "Cl", "C", "Cl", "Cl", "Cl", "Cl", "C", "Cl", "Cl", "Cl", "Cl", "C", "C", "C", "C", "C", "C", "H", "H", "H", "H", "H", "H", "H", "H", "H", "H", "H", "H", "H", "H"],
  "xyz": [[-2.6536, -0.7594, -1.6690], [-3.5248, 0.5395, -0.7566], [-4.2514, 1.4044, -1.8002], [-4.8783, -0.6396, -0.1695], [-1.9593, -0.2595, -2.3444], [-3.1098, -1.6140, -2.1687], [-1.9819, -1.2364, -0.9553], [-5.5651, 0.0053, 0.3787], [-4.3766, -1.3327, 0.5058], [-5.2847, -1.0697, -1.0849], [0.5490, 0.4562, 1.0573], [-0.7143, -0.4447, 0.1264], [-1.0932, 0.5609, -0.9946], [0.1358, -1.8890, -0.6851], [-0.1173, 1.0778, 1.6554], [1.0405, 1.0478, 0.2850], [1.1253, -0.2599, 1.6431], [0.2458, -2.7311, -0.0018], [1.1129, -1.4365, -0.8542], [-0.1488, -2.3480, -1.6319], [1.8558, 0.0567, -1.9742], [1.5013, 0.8571, -3.5295], [1.6679, -0.3541, -4.4131], [-0.3280, 0.9356, -3.4248], [1.1335, -0.7424, -1.8075], [1.5935, 0.6601, -1.1051], [2.9007, -0.2093, -1.8146], [-0.6795, -0.0943, -3.4867], [-0.7901, 1.2919, -4.3455], [-0.6651, 1.3959, -2.4960], [1.5291, -4.3822, -0.2866], [-0.1826, -4.7139, -0.8928], [-0.7662, -3.3690, -1.2790], [0.2697, -5.6456, -2.5158], [2.0087, -3.6110, -0.8893], [2.1858, -5.2211, -0.5170], [1.5876, -4.1674, 0.7804], [-0.5544, -5.7213, -3.2252], [0.7378, -6.5820, -2.2125], [1.1396, -5.0715, -2.8347], [2.4791, 0.8325, 3.8276], [1.6465, -0.4497, 4.5367], [4.2000, 0.8806, 4.4862], [2.4081, 0.6571, 2.0909], [1.7449, 2.3652, 4.4777], [0.6664, -2.6983, -3.8231], [-0.9518, -2.1047, -3.2521], [1.9622, -2.5043, -2.6502], [0.4127, -4.3693, -4.0664], [1.0814, -1.8172, -5.3102], [1.7436, -3.2276, 2.6603], [1.9103, -1.7798, 1.6600], [3.0526, -4.3644, 2.2221], [1.8941, -2.7889, 4.3917], [0.1682, -3.9960, 2.3750], [-1.4138, 1.2309, 3.6407], [-0.6749, 2.5261, 4.4761], [-1.5808, 1.6978, 1.9289], [-0.3969, -0.2057, 3.7786], [-3.0986, 0.9098, 4.3130], [0.3231, 2.7362, -1.9137], [-0.2929, 2.7422, -0.5916], [0.6165, 3.2807, 0.4857], [-0.2372, 3.6656, 1.7501], [0.5557, 4.7119, 2.5141], [-0.2376, 5.0760, 3.7965], [1.3123, 2.3165, -1.7308], [0.3334, 3.7468, -2.3219], [-0.1826, 2.1237, -2.6602], [-1.1440, 3.4228, -0.6147], [-0.7744, 1.7991, -0.3332], [1.0429, 4.2373, 0.1837], [1.4431, 2.5777, 0.5898], [-1.2602, 4.0185, 1.6191], [-0.3513, 2.7480, 2.3272], [1.5605, 4.3357, 2.7063], [0.5418, 5.6693, 1.9932], [0.2918, 5.9405, 4.1970], [-1.2163, 5.4776, 3.5340], [-0.2730, 4.1964, 4.4393]],
  "lumo_energy_ev": -0.855,
  "homo_ev": -6.88,
  "energy_ha": -9963.61397,
  "gap_ev": 6.022
}

***

4.
{
  "formula": "C18H38Cl2CuN2O2",
  "method": "the ωB97M-V functional and the def2-TZVPD basis",
  "symbols": ["Cu", "Cl", "Cl", "C", "C", "C", "C", "C", "C", "N", "O", "C", "C", "C", "H", "H", "H", "H", "H", "H", "H", "H", "H", "H", "H", "H", "H", "H", "H", "H", "H", "H", "H", "C", "C", "C", "C", "C", "C", "N", "O", "C", "C", "C", "H", "H", "H", "H", "H", "H", "H", "H", "H", "H", "H", "H", "H", "H", "H", "H", "H", "H", "H"],
  "xyz": [[-1.1527, -1.3938, 3.2694], [-1.7017, -2.2273, 1.6323], [-0.8897, -0.0430, 4.8383], [-1.2639, 4.1971, 0.4411], [-1.0734, 2.7399, 0.7512], [-1.5179, 2.3428, 2.2207], [-2.9888, 1.9494, 2.4359], [-3.4529, 0.9774, 1.3148], [-3.1980, 1.5092, -0.0483], [-1.7255, 1.7721, -0.1623], [-1.5230, 2.1311, -1.5876], [-3.5416, 0.4140, -1.0448], [-4.0804, 2.7613, -0.3132], [0.4575, 2.5902, 0.6457], [-2.1613, 4.6280, 0.8842], [-1.3535, 4.3384, -0.5948], [-0.3842, 4.7381, 0.7062], [-0.9209, 1.5337, 2.5869], [-1.0755, 3.1610, 2.8444], [-3.7115, 2.8118, 2.5601], [-3.0573, 1.4181, 3.3742], [-4.5293, 0.8443, 1.4430], [-2.9468, 0.0413, 1.4392], [-4.4716, 0.0601, -0.5813], [-3.7002, 0.7948, -2.0892], [-2.6262, -0.2429, -0.9184], [-4.1140, 3.3072, 0.6248], [-3.7959, 3.3739, -1.1538], [-5.0359, 2.3686, -0.6127], [0.5515, 1.5849, 0.9040], [1.0455, 3.2455, 1.3427], [0.7819, 2.8946, -0.3719], [-2.0447, 2.9344, -1.7149], [2.4450, -0.7485, -2.6325], [1.8058, -1.9912, -2.0570], [2.6008, -3.2413, -2.2306], [3.8279, -3.2959, -1.4164], [3.4683, -3.3291, 0.0325], [2.6662, -2.1275, 0.4794], [1.5690, -1.9762, -0.4921], [0.8465, -0.8141, -0.2041], [1.9909, -2.3995, 1.8092], [3.6364, -0.9075, 0.6469], [0.4685, -2.2156, -2.7805], [3.3297, -0.5296, -2.1079], [1.7066, 0.0724, -2.5542], [2.7993, -0.9292, -3.6719], [1.9812, -4.0328, -1.8975], [2.7864, -3.4190, -3.3150], [4.5213, -2.4987, -1.6517], [4.3504, -4.2243, -1.5725], [4.3014, -3.4494, 0.6969], [2.7965, -4.2031, 0.0830], [1.2020, -3.0715, 1.6373], [2.5867, -2.8680, 2.5802], [1.5460, -1.4925, 2.2801], [4.0932, -0.7967, -0.3314], [3.0313, -0.0304, 0.9057], [4.3991, -1.1415, 1.3701], [-0.3682, -1.6025, -2.3650], [0.1164, -3.2315, -2.7291], [0.6527, -1.8810, -3.7907], [0.0443, -1.1808, 0.2128]],
  "lumo_energy_ev": 2.765,
  "total_charge": -1,
  "homo_ev": -5.14,
  "energy_ha": -3529.52726,
  "gap_ev": 7.904
}

***

Question: Which formula does entry 4 have?
Answer: C18H38Cl2CuN2O2